Entry A
C6H8 | the ωB97M-V functional and the def2-TZVPD basis

```
! RIJCOSX wB97M-V def2-TZVPD def2/J DEFGRID3
* xyz 0 1
C 1.310 -0.024 1.886
C 0.975 0.899 0.991
C 0.886 0.638 -0.491
C -0.556 0.613 -0.963
C -1.246 -0.491 -1.067
C -1.911 -1.613 -1.136
H 1.562 -1.039 1.583
H -2.447 -1.995 -0.271
H 1.334 0.190 2.950
H 0.713 1.903 1.325
H 1.360 -0.322 -0.718
H 1.432 1.413 -1.042
H -1.045 1.563 -1.174
H -1.950 -2.200 -2.050
*
```

Values from the calculation:
LUMO level, eV: 1.13

Atomic partial charges in e from the Mulliken method, atoms 1 to 8: C -0.738; C -0.011; C -0.599; C -0.277; C 0.113; C -0.726; H 0.233; H 0.245


Entry B
C6H8 | the ωB97M-V functional and the def2-TZVPD basis

```
! RIJCOSX wB97M-V def2-TZVPD def2/J DEFGRID3
* xyz 0 1
C -1.247 0.844 0.510
C -0.320 0.259 -0.578
C 1.140 0.673 -0.294
C 1.772 -0.384 0.568
C 0.896 -1.531 0.347
C -0.225 -1.212 -0.341
H -2.143 0.231 0.656
H -1.562 1.864 0.272
H -0.700 0.513 -1.576
H 1.263 1.696 0.080
H 1.747 0.610 -1.214
H -0.702 0.861 1.461
H 1.101 -2.524 0.738
H -1.020 -1.899 -0.631
*
```

Values from the calculation:
LUMO level, eV: -0.37

Atomic partial charges in e from the Mulliken method, atoms 1 to 8: C -1.320; C 0.258; C -0.563; C -0.483; C -0.430; C -0.339; H 0.368; H 0.321


Which one sits at the top of the stability order? entry A does.


Entry A
C6H8 | the ωB97M-V functional and the def2-TZVPD basis

```
! RIJCOSX wB97M-V def2-TZVPD def2/J DEFGRID3
* xyz 0 1
C -1.018 1.790 1.594
C -0.588 0.549 1.409
C 0.407 0.139 0.365
C -0.231 -0.811 -0.666
C 0.723 -1.237 -1.686
C 1.533 -1.581 -2.512
H -0.647 2.632 1.004
H -1.773 2.030 2.343
H -0.971 -0.258 2.032
H 1.267 -0.376 0.817
H 0.779 1.028 -0.155
H -1.103 -0.328 -1.135
H -0.605 -1.693 -0.151
H 2.227 -1.884 -3.259
*
```

Values from the calculation:
LUMO level, eV: 1.11

Atomic partial charges in e from the Mulliken method, atoms 1 to 8: C -0.729; C -0.104; C -0.554; C -0.723; C -0.441; C 0.184; H 0.234; H 0.259


Entry B
C6H8 | the ωB97M-V functional and the def2-TZVPD basis

```
! RIJCOSX wB97M-V def2-TZVPD def2/J DEFGRID3
* xyz 0 1
C 2.660 -0.117 -1.131
C 1.630 0.100 -0.544
C 0.380 0.349 0.181
C -0.856 0.698 -0.671
C -1.952 0.496 0.363
C -0.185 -0.843 0.964
H 3.574 -0.300 -1.654
H 0.534 1.165 0.896
H -0.861 1.741 -1.009
H -0.886 0.043 -1.552
H -1.167 -0.403 1.368
H -2.639 -0.303 0.023
H -0.358 -1.713 0.324
H 0.359 -1.135 1.865
*
```

Values from the calculation:
LUMO level, eV: 0.06

Atomic partial charges in e from the Mulliken method, atoms 1 to 8: C 0.163; C -0.839; C 0.276; C -0.588; C -0.527; C -0.947; H 0.423; H 0.238


Which one sits at the top of the stability order? entry A does.